Molecular formula: C78H195N13
Method: DFT, ωB97M-V/def2-TZVPD

Structure (XYZ):
```
286
Properties=species:S:1:pos:R:3:forces:R:3:lowdin_charge:R:1
C -0.067192 -2.605597 -4.676083 -0.57 -1.42 -0.62 -0.061
C -0.648229 -3.340578 -3.464791 -0.09 1.47 0.91 -0.248
N -0.310943 -4.736219 -3.313848 -0.73 -0.47 0.02 -0.161
C 0.975297 -4.915447 -2.701731 -0.02 -1.87 1.30 -0.267
C 1.508041 -6.334331 -2.917776 -0.36 0.23 -0.19 -0.068
C -1.331178 -5.473827 -2.511465 0.21 -0.48 -0.57 -0.231
C -2.696291 -5.557173 -3.218119 0.75 -1.27 -0.08 -0.069
H 0.183740 -1.568679 -4.541356 -0.03 0.41 0.32 0.054
H -0.771826 -2.716592 -5.501788 -0.04 0.31 -0.11 0.070
H 0.792257 -3.144074 -5.022749 0.87 -0.13 -0.12 0.058
H -0.290086 -2.755388 -2.567174 -0.72 -0.54 -0.39 0.099
H -1.738585 -3.290253 -3.554936 0.26 0.33 0.43 0.089
H 1.737437 -4.252342 -3.059811 0.08 0.84 -0.12 0.098
H 0.862575 -4.869773 -1.591558 0.22 0.76 -0.32 0.103
H 1.900296 -6.394933 -3.928746 0.16 -0.38 -0.06 0.078
H 2.267622 -6.531317 -2.167750 0.30 -0.22 -0.16 0.039
H 0.706573 -7.067240 -2.770608 0.39 0.04 -0.16 0.053
H -1.466304 -5.083302 -1.490359 0.07 0.48 -0.14 0.087
H -0.932297 -6.492563 -2.299583 -0.42 0.65 -0.45 0.091
H -3.175708 -4.591489 -3.252929 -0.34 0.07 0.11 0.014
H -3.305817 -6.305913 -2.660396 0.12 0.68 -0.43 0.082
H -2.561370 -5.927775 -4.264824 -0.11 0.28 0.79 0.095
C 6.850188 -4.280515 1.732989 -0.33 1.05 -0.99 -0.068
C 5.984227 -3.672472 0.554423 0.67 -1.14 0.76 -0.243
N 4.938546 -4.597924 0.130398 -1.30 -0.40 -0.66 -0.171
C 4.578390 -4.486296 -1.295765 1.41 0.66 -0.38 -0.226
C 4.120117 -3.085796 -1.705829 -0.97 0.65 0.18 -0.082
C 3.730184 -4.642154 1.003055 1.55 -0.15 -0.45 -0.231
C 2.847756 -5.852950 0.807696 1.44 -1.42 -0.14 -0.081
H 7.408991 -5.134836 1.368488 -0.40 -0.53 0.12 0.063
H 6.234597 -4.473236 2.614753 0.18 -0.30 -0.16 0.058
H 7.641821 -3.586290 2.029997 -0.25 0.31 0.03 0.061
H 5.633174 -2.679195 0.848187 -0.17 0.12 -0.09 0.083
H 6.627756 -3.585722 -0.320198 0.20 0.33 0.04 0.105
H 5.437268 -4.774682 -1.937656 -0.08 0.11 0.54 0.120
H 3.827627 -5.217097 -1.560330 -0.36 -0.11 0.23 0.075
H 3.814784 -2.976604 -2.758241 0.20 -0.33 0.19 0.077
H 3.216809 -2.869358 -1.117839 -0.03 0.16 -0.14 0.055
H 4.796080 -2.236027 -1.501664 0.08 -0.70 0.02 0.044
H 3.092639 -3.769399 0.907556 0.02 0.50 0.07 0.078
H 4.212918 -4.653455 1.976527 -0.64 0.04 0.48 0.103
H 3.442965 -6.793724 0.655382 -0.15 0.77 0.64 0.096
H 2.284982 -5.860641 -0.107237 -0.76 0.56 -0.22 0.035
H 2.221530 -5.972102 1.684437 -0.32 -0.02 -0.06 0.067
C -4.367808 2.199200 1.617665 0.06 -0.89 -0.84 -0.066
C -5.726274 2.859470 1.371723 -0.68 -0.95 -0.18 -0.234
N -6.876979 2.152515 1.955209 0.09 -0.56 -0.24 -0.182
C -7.171346 0.812265 1.362153 -0.56 2.13 0.43 -0.224
C -7.486546 1.003213 -0.121001 -0.12 0.34 0.07 -0.091
C -6.821451 2.074116 3.401611 -0.26 0.27 0.02 -0.289
C -6.586858 3.420129 4.053458 1.21 0.17 -0.26 -0.093
H -3.588093 2.885740 1.316579 0.29 0.16 0.28 0.031
H -4.185019 1.271062 0.974446 -0.52 1.07 0.66 0.088
H -4.228771 1.872103 2.648962 0.04 0.27 0.05 0.059
H -5.819038 3.882196 1.709402 0.51 0.13 0.38 0.074
H -5.902003 2.956432 0.303869 0.07 -0.08 -0.18 0.084
H -6.363535 0.154388 1.612519 0.71 -0.82 -0.36 0.070
H -8.032184 0.457768 1.941030 -0.06 -0.09 -0.37 0.116
H -6.582885 1.180282 -0.718580 -0.21 -0.09 0.13 0.043
H -8.030963 0.180981 -0.556134 0.03 -0.61 -0.09 0.061
H -8.161387 1.871834 -0.250239 0.46 -0.25 0.24 0.088
H -6.106465 1.329398 3.839450 -0.16 0.32 -0.44 0.118
H -7.796844 1.776373 3.738826 -0.65 -0.58 0.04 0.101
H -7.136292 4.289143 3.639344 0.06 -0.74 0.22 0.093
H -5.513015 3.625605 3.988043 -0.05 0.41 -0.04 0.059
H -6.762031 3.274318 5.102019 -0.38 0.32 0.65 0.064
C -0.948527 8.404071 3.177893 0.05 1.53 -1.47 -0.089
C -0.286127 7.116660 2.845691 0.28 -0.49 -0.63 -0.274
N -1.248476 6.127456 2.414394 0.13 0.16 -0.25 -0.178
C -0.658565 4.896451 1.908726 0.97 0.93 0.35 -0.258
C 0.129091 5.144230 0.630689 -1.12 0.16 -0.07 -0.081
C -2.212540 5.861728 3.435712 -1.52 0.33 0.68 -0.288
C -1.715590 5.328576 4.768768 0.91 -0.14 0.80 -0.079
H -1.567744 8.337058 4.032069 -0.26 0.10 1.27 0.045
H -1.658037 8.689826 2.379591 0.40 -0.13 0.04 0.091
H -0.212327 9.226459 3.250461 -0.39 -0.39 0.29 0.088
H 0.460661 7.234276 2.071498 0.04 0.26 -0.33 0.108
H 0.267712 6.761108 3.693938 0.54 -0.31 0.84 0.106
H -1.450154 4.197807 1.745000 -0.63 -0.32 -0.19 0.066
H 0.003326 4.439031 2.657116 0.07 -0.13 0.04 0.106
H 1.040247 5.715740 0.818532 0.05 -0.41 -0.28 0.064
H -0.528497 5.716912 -0.039170 0.27 0.02 0.04 0.085
H 0.283036 4.177749 0.152758 0.48 0.12 -0.03 0.048
H -2.818947 6.754447 3.679354 0.29 -0.19 -0.46 0.111
H -2.907344 5.189018 2.967433 -0.58 -0.64 0.06 0.096
H -2.513512 4.972818 5.463342 0.44 0.34 -0.71 0.084
H -1.002793 4.502815 4.606055 -0.32 0.11 0.21 0.068
H -1.135704 6.126477 5.294326 -0.48 -0.58 -0.20 0.076
C 5.936659 4.497683 0.705687 0.25 0.48 0.51 -0.064
C 4.764221 5.394811 1.107522 0.31 0.55 0.68 -0.266
N 3.625959 5.280412 0.281413 -0.85 1.09 -1.32 -0.210
C 3.053024 3.970390 0.296313 -0.14 -0.90 -1.04 -0.290
C 2.568888 3.549041 1.665785 0.41 -0.80 0.40 -0.078
C 3.791603 5.765703 -1.112704 0.07 1.81 1.72 -0.198
C 4.274954 7.278355 -1.191986 -0.20 -1.33 -0.71 -0.065
H 5.731373 3.441069 0.879444 0.06 0.09 -0.07 0.047
H 6.674936 4.836236 1.397675 1.07 -0.32 0.61 0.062
H 6.405190 4.637715 -0.276297 -0.61 0.09 -0.02 0.078
H 4.404401 5.149666 2.123304 0.54 -0.24 -0.23 0.113
H 5.049896 6.465298 1.238550 0.07 -0.67 -0.53 0.122
H 2.294657 4.003756 -0.500390 -0.25 -0.25 0.60 0.080
H 3.732973 3.146108 -0.064904 -0.04 0.60 0.09 0.109
H 3.387454 3.064236 2.195049 0.18 -0.41 -0.02 0.057
H 2.358872 4.358918 2.343331 -0.67 0.60 -0.12 0.070
H 1.751573 2.819073 1.644907 0.05 0.27 -0.07 0.073
H 2.806558 5.688959 -1.538323 -0.37 -0.02 -0.46 0.095
H 4.465192 5.124614 -1.624037 0.77 -0.66 -0.94 0.086
H 3.825142 7.838572 -0.393140 -0.43 0.29 0.32 0.056
H 3.978970 7.729276 -2.169931 0.26 -0.40 0.75 0.077
H 5.358299 7.380764 -1.069161 -0.13 -0.16 -0.15 0.061
C -3.259808 0.551112 -3.015267 -0.35 0.09 0.31 -0.061
C -4.491998 -0.359974 -2.957970 0.16 -0.07 -0.21 -0.225
N -4.389543 -1.640537 -2.235722 1.22 1.51 -0.45 -0.177
C -4.380619 -1.424471 -0.806125 -0.59 -0.32 0.18 -0.251
C -4.128907 -2.716791 -0.055890 1.28 -0.17 -0.21 -0.066
C -5.285355 -2.636447 -2.718394 -0.05 -1.22 -0.11 -0.265
C -5.044258 -2.973509 -4.183123 0.00 -0.09 -0.39 -0.097
H -3.405334 1.369827 -3.749565 0.17 -0.75 0.04 0.083
H -2.418491 -0.086291 -3.217253 0.66 -0.02 -0.59 0.059
H -3.005697 1.082260 -2.103407 -0.27 -0.11 0.48 0.030
H -5.316707 0.189673 -2.570971 -1.03 0.77 0.64 0.089
H -4.778509 -0.524026 -3.987349 0.07 -0.49 -0.28 0.101
H -3.611843 -0.708174 -0.595035 0.66 0.35 0.12 0.077
H -5.298497 -0.929025 -0.410568 -0.06 -0.33 -0.34 0.112
H -3.194421 -3.213589 -0.418022 -0.84 0.27 -0.17 0.074
H -3.887325 -2.523926 0.982181 -0.43 0.09 0.41 0.045
H -4.964066 -3.398893 -0.162783 -0.05 -0.16 0.32 0.071
H -6.334656 -2.399783 -2.492983 -0.23 -0.01 -0.15 0.125
H -5.049785 -3.593972 -2.208999 -0.25 0.65 0.05 0.101
H -5.583392 -2.448063 -4.951978 -0.29 0.93 0.01 0.062
H -5.355395 -3.980033 -4.388182 0.01 -0.80 0.15 0.065
H -3.983725 -2.898132 -4.422963 0.05 0.01 0.07 0.069
C 2.014767 -9.252110 0.015922 0.12 0.21 0.02 -0.083
C 0.866749 -8.647909 0.814984 -0.59 0.24 0.71 -0.219
N -0.317468 -8.301392 -0.014513 0.91 -0.70 -0.78 -0.186
C -0.815233 -9.287530 -0.976960 -0.22 -0.41 0.89 -0.263
C -1.218434 -10.633212 -0.383258 0.28 -1.03 -0.21 -0.083
C -1.402752 -7.831055 0.749181 -0.80 1.75 2.18 -0.288
C -1.098047 -6.433097 1.392324 0.85 -1.65 -0.84 -0.058
H 2.138556 -8.702799 -0.894852 0.18 0.67 -0.55 0.054
H 1.873522 -10.253308 -0.325844 -0.69 -0.91 -0.03 0.053
H 2.994849 -9.308860 0.490762 -0.21 0.46 0.48 0.076
H 0.549966 -9.293049 1.681033 0.25 0.09 -0.63 0.127
H 1.167507 -7.689992 1.303589 0.02 -0.89 -0.58 0.071
H -1.746657 -8.924396 -1.367977 -0.36 0.74 -0.34 0.092
H -0.170628 -9.336678 -1.822864 0.84 -0.46 -0.56 0.097
H -1.719797 -11.275277 -1.134911 0.04 0.51 0.23 0.079
H -0.351092 -11.246802 -0.082570 -0.31 0.39 0.32 0.068
H -1.927060 -10.484286 0.453250 0.49 -0.20 -0.31 0.075
H -1.708023 -8.472976 1.617681 0.22 -0.08 -0.53 0.119
H -2.268200 -7.756254 0.101084 -0.23 0.17 -0.06 0.106
H -0.305561 -6.589505 2.117592 0.11 0.23 0.20 0.055
H -1.929849 -6.034067 1.913612 -0.93 0.47 0.32 0.056
H -0.719277 -5.778095 0.616263 -0.07 0.35 -0.05 0.046
C -0.436717 -2.746327 0.200823 -0.86 0.06 -0.91 -0.067
C -0.923377 -1.318533 -0.130294 0.36 -0.62 1.16 -0.231
N 0.154793 -0.292255 -0.040392 -1.12 -0.10 -0.49 -0.123
C 0.914768 -0.381553 -1.292931 0.61 0.11 0.43 -0.254
C 2.242281 0.335103 -1.227527 1.20 -0.14 -0.62 -0.075
C -0.494375 1.034246 0.027908 -0.03 -0.82 -0.41 -0.238
C -0.999361 1.341267 1.414811 1.18 0.12 -0.10 -0.055
H -1.139778 -3.472401 -0.241877 0.13 0.32 0.25 0.037
H -0.430701 -2.932813 1.255737 0.24 0.01 0.68 0.054
H 0.512594 -3.024503 -0.237256 0.44 0.24 0.01 0.045
H -1.361109 -1.306722 -1.115036 -0.23 0.05 -0.76 0.088
H -1.780450 -1.133756 0.557500 0.79 0.33 -0.23 0.097
H 0.366985 -0.004451 -2.145072 -0.65 0.12 -0.46 0.112
H 1.123251 -1.415935 -1.478417 0.01 -0.71 -0.12 0.079
H 2.159989 1.401999 -1.444658 0.04 -0.03 -0.25 0.051
H 3.044171 -0.134383 -1.900366 -1.29 0.77 0.92 0.079
H 2.604670 0.286782 -0.216671 0.24 -0.18 0.59 0.045
H 0.217653 1.788527 -0.282741 0.44 0.21 0.12 0.090
H -1.281694 1.092068 -0.749622 -0.07 -0.02 0.30 0.102
H -1.226086 2.387996 1.425752 -0.56 0.41 0.26 0.032
H -1.830477 0.737698 1.733480 -0.38 -0.10 0.07 0.039
H -0.156333 1.205909 2.109550 -0.27 -0.08 -0.01 0.080
C 4.352103 1.910800 5.632941 -0.94 -0.13 -1.13 -0.082
C 4.249091 0.843004 4.524536 0.93 0.99 0.06 -0.291
N 2.932731 0.388338 4.186583 -0.08 0.39 0.25 -0.180
C 2.810840 -0.098008 2.831268 0.12 -0.48 -1.14 -0.243
C 3.367011 -1.482155 2.406796 0.69 0.13 1.98 -0.071
C 2.425480 -0.471049 5.237302 -0.43 0.19 0.62 -0.253
C 0.968157 -0.859673 5.082928 -0.41 0.87 1.57 -0.094
H 5.419390 2.143809 5.674325 -0.27 0.36 0.42 0.073
H 3.958776 1.545387 6.575353 0.23 0.08 0.26 0.051
H 3.720237 2.766081 5.303115 0.66 -0.25 0.40 0.082
H 4.752074 1.331908 3.664719 -0.45 -0.58 0.04 0.113
H 4.870524 0.015800 4.843372 0.55 -0.57 -0.03 0.105
H 1.762992 -0.179893 2.591599 -0.56 0.46 -0.24 0.083
H 3.282613 0.646142 2.165787 -0.41 -0.07 0.29 0.087
H 3.324584 -1.662200 1.350776 -0.03 0.32 -0.64 0.038
H 4.412522 -1.599232 2.762495 -0.40 -0.08 -0.35 0.081
H 2.775879 -2.276643 2.872567 0.09 -0.03 0.05 0.067
H 2.564950 0.016980 6.233231 -0.17 -0.08 -0.90 0.119
H 3.001289 -1.375889 5.311009 0.65 -0.82 0.00 0.105
H 0.396063 -0.001220 4.752925 -0.22 0.41 0.09 0.072
H 0.551859 -1.181651 6.075629 0.35 0.16 -0.91 0.094
H 0.756526 -1.606000 4.366712 0.15 -1.07 -0.77 0.036
C -6.356140 4.048637 -2.781282 0.94 -0.03 -0.12 -0.068
C -5.729237 5.375895 -2.349312 -0.04 -0.65 0.19 -0.252
N -4.642296 5.139768 -1.402294 -0.18 0.08 0.18 -0.190
C -3.447022 4.577028 -2.047565 -0.11 0.70 0.12 -0.234
C -2.611170 3.884344 -1.011767 0.08 -0.84 0.18 -0.086
C -4.378778 6.383297 -0.647379 -0.66 -0.47 -0.08 -0.226
C -5.377787 6.516067 0.509151 0.67 0.42 -0.10 -0.069
H -7.140328 4.149518 -3.519463 -0.31 0.16 -0.03 0.070
H -6.695742 3.505377 -1.902848 -0.27 0.05 0.04 0.055
H -5.577577 3.429077 -3.235913 -0.19 -0.09 -0.07 0.052
H -5.322990 5.953620 -3.192370 -0.36 0.07 -0.22 0.118
H -6.507721 5.947975 -1.840070 0.18 0.21 -0.15 0.104
H -3.744853 3.835764 -2.787941 -0.04 0.20 -0.12 0.089
H -2.877275 5.372995 -2.561973 -0.03 -0.10 -0.06 0.122
H -3.153731 2.990285 -0.680284 0.35 -0.01 -0.22 0.062
H -1.584176 3.645584 -1.294695 -0.18 -0.20 -0.41 0.057
H -2.503228 4.480928 -0.136951 -0.03 0.68 0.74 0.034
H -4.437873 7.234840 -1.357693 0.36 -0.06 0.46 0.121
H -3.415091 6.288621 -0.164250 0.48 0.35 -0.30 0.093
H -5.271847 7.427236 1.098922 0.26 0.21 -0.24 0.075
H -5.181505 5.706586 1.188256 -0.12 -0.43 0.28 0.041
H -6.395273 6.485850 0.183976 -0.72 -0.19 -0.23 0.056
C 0.438264 3.638338 -3.288123 -0.31 -0.27 1.75 -0.097
C 1.381161 3.661072 -4.429810 0.24 -0.64 -1.58 -0.258
N 1.834655 2.314665 -4.857895 -0.36 0.17 0.58 -0.166
C 3.127612 1.905478 -4.328664 0.25 -0.70 -0.46 -0.243
C 3.421964 0.397490 -4.408151 0.34 0.51 -0.14 -0.088
C 1.633486 2.104556 -6.273214 1.50 -0.04 -0.50 -0.254
C 2.550065 2.932004 -7.195631 -0.74 0.12 -0.14 -0.082
H 0.001267 4.615571 -3.082838 0.02 0.18 -0.12 0.073
H 0.938603 3.337358 -2.329632 -0.27 0.06 -0.75 0.062
H -0.376086 2.944271 -3.456558 -0.20 -0.21 -0.07 0.070
H 0.909531 4.107904 -5.328407 0.08 0.02 0.60 0.119
H 2.213277 4.291077 -4.177223 0.74 0.46 0.02 0.103
H 4.006657 2.372361 -4.779813 0.01 0.56 -0.63 0.103
H 3.214447 2.226390 -3.305715 -0.35 0.02 0.68 0.090
H 3.484090 0.026811 -5.438176 0.05 0.21 0.06 0.074
H 4.399918 0.238336 -3.918698 -0.57 -0.15 -0.10 0.049
H 2.660906 -0.176089 -3.912800 -0.39 -0.29 0.25 0.042
H 0.637307 2.360578 -6.575239 -0.78 0.10 0.33 0.102
H 1.765142 1.060645 -6.551442 -0.05 -0.25 0.29 0.104
H 2.611659 3.957228 -6.849207 0.12 0.26 0.11 0.064
H 2.023542 2.964227 -8.142767 0.17 0.09 -0.47 0.066
H 3.547339 2.563438 -7.381532 0.29 -0.30 0.22 0.060
C -1.957908 -1.595561 3.522140 -0.72 0.21 -0.27 -0.063
C -3.171600 -0.639070 3.850852 0.48 -0.85 -1.91 -0.231
N -4.339466 -1.205792 4.476524 1.27 0.86 1.67 -0.204
C -5.124185 -2.050948 3.658849 0.22 -0.60 -1.86 -0.289
C -6.323874 -2.649934 4.386556 0.44 -0.46 0.59 -0.086
C -3.961696 -1.817268 5.736131 -0.76 1.18 0.92 -0.251
C -3.149958 -0.873709 6.674365 0.32 -0.62 -1.01 -0.062
H -1.203166 -1.084646 2.916020 -0.20 0.10 0.06 0.049
H -2.165219 -2.551617 3.018843 -0.39 0.35 0.04 0.067
H -1.481002 -1.845256 4.447157 0.34 -0.26 0.61 0.034
H -2.735414 0.161931 4.414630 -0.10 0.47 0.60 0.098
H -3.545641 -0.168227 2.946388 0.16 0.01 -0.43 0.076
H -4.505804 -2.886121 3.180327 -0.58 0.44 0.68 0.120
H -5.381282 -1.425173 2.773867 -0.41 -0.43 0.46 0.099
H -6.925318 -1.903414 4.942044 0.28 -0.30 -0.49 0.089
H -5.964030 -3.406660 5.122670 -0.29 0.55 -0.42 0.075
H -6.926937 -3.225851 3.695716 -0.33 0.17 -0.22 0.066
H -4.903716 -2.059421 6.224943 0.12 0.11 0.42 0.095
H -3.504809 -2.767519 5.571554 0.96 -0.93 -0.06 0.107
H -3.633315 0.092973 6.696811 -0.39 0.21 0.25 0.071
H -3.133003 -1.327890 7.669133 0.21 0.26 -0.11 0.073
H -2.117256 -0.642503 6.306309 -0.71 -0.61 0.44 0.061
C 8.616954 -0.633318 -2.062348 0.13 -1.13 0.20 -0.087
C 7.145397 -0.625459 -2.440812 -0.84 -0.06 0.20 -0.253
N 6.403830 0.662958 -2.457410 0.72 -1.42 -0.19 -0.188
C 6.299427 1.328376 -1.150976 -0.20 0.22 -1.06 -0.246
C 5.589976 0.586542 -0.021194 0.48 -1.67 -0.74 -0.075
C 6.903699 1.574454 -3.501559 0.58 -0.48 0.42 -0.255
C 6.881100 1.004432 -4.919842 -0.68 0.03 -0.48 -0.088
H 9.118738 0.137580 -2.617089 0.60 0.30 -0.17 0.052
H 9.025899 -1.642960 -2.372287 -0.25 1.15 0.40 0.096
H 8.800705 -0.509903 -0.986899 -0.02 0.08 -0.26 0.069
H 7.117832 -1.029427 -3.461279 -0.46 -0.07 0.34 0.100
H 6.599178 -1.308319 -1.756674 0.23 0.28 -0.55 0.084
H 7.296919 1.586481 -0.781283 0.10 0.58 -0.02 0.113
H 5.722772 2.216339 -1.492871 0.39 -0.03 1.14 0.104
H 5.220614 1.288592 0.681980 0.08 0.75 1.05 0.026
H 4.673864 0.111490 -0.367078 0.16 -0.29 -0.27 0.036
H 6.231371 -0.210497 0.482133 -0.73 1.13 -0.57 0.098
H 7.963947 1.867729 -3.325604 -0.40 0.16 0.21 0.112
H 6.290100 2.464941 -3.398690 -0.02 0.26 -0.35 0.099
H 7.603640 0.202923 -5.086604 0.07 0.12 0.18 0.067
H 7.107424 1.789412 -5.654373 0.07 -0.06 0.30 0.079
H 5.896565 0.604397 -5.211108 0.35 0.14 0.24 0.053
```
Forces are in eV/Å.

ΔE to the lowest compared entry with this formula, charge and spin	341.7	kJ/mol
gap between HOMO and LUMO	8.69	eV
LUMO energy	0.69	eV